<1>
16
Properties=species:S:1:pos:R:3 method="wB97M-V/def2-TZVPD" total_charge=-1 homo_lumo_gap_ev=5.994 lumo_energy_ev=2.6
O 0.336 2.335 1.747
C 0.200 1.287 1.067
N 1.003 0.263 1.086
C 3.077 -4.701 -1.582
O 2.299 -5.642 -1.296
C -1.111 1.153 0.238
C -1.817 2.556 0.313
S -3.479 2.627 -0.603
H 1.827 0.222 1.608
H 2.945 -3.981 -2.330
H 4.037 -4.738 -0.899
H -0.812 0.792 -0.752
H -1.616 0.404 0.757
H -1.809 2.824 1.265
H -1.279 3.215 -0.216
H -3.801 1.383 -0.405

<2>
16
Properties=species:S:1:pos:R:3 method="wB97M-V/def2-TZVPD" total_charge=-1 homo_lumo_gap_ev=6.819 lumo_energy_ev=3.7
C -0.119 1.066 0.395
C 0.716 0.226 1.304
C 0.375 -2.295 -2.146
C -0.853 1.935 1.252
N -1.461 2.225 2.231
O -2.029 2.760 3.162
O -1.091 0.367 -0.346
S 0.793 -0.524 -2.398
H 0.175 -0.327 1.965
H 1.341 -0.256 0.666
H 1.182 1.086 1.798
H 0.916 -2.809 -2.834
H -0.646 -2.544 -2.413
H 0.682 -2.387 -1.096
H 0.579 1.541 -0.489
H -0.558 -0.063 -1.051

<3>
16
Properties=species:S:1:pos:R:3 method="wB97M-V/def2-TZVPD" total_charge=-1 homo_lumo_gap_ev=6.825 smiles="O=C([O-])NCCCS" lumo_energy_ev=2.7
O 2.660 -2.037 -0.232
C 1.960 -1.706 -1.207
O 2.077 -1.902 -2.427
N 0.759 -0.962 -0.832
C 0.725 -0.198 0.383
C -0.738 0.142 0.766
C -0.979 1.641 0.886
S -2.704 2.138 1.227
H 0.159 -0.630 -1.568
H 1.296 0.754 0.287
H 1.219 -0.682 1.221
H -0.921 -0.288 1.755
H -1.462 -0.312 0.099
H -0.690 2.201 -0.004
H -0.400 2.010 1.735
H -3.261 1.750 0.073

<4>
16
Properties=species:S:1:pos:R:3 method="wB97M-V/def2-TZVPD" total_charge=-1 homo_lumo_gap_ev=6.995 lumo_energy_ev=3.2
O 1.047 1.422 1.996
C 0.307 0.914 1.103
N -0.949 1.218 0.936
C -3.457 -0.194 -0.603
O -3.238 -1.033 -1.534
C 0.907 -0.237 0.254
C 2.300 -0.163 -0.330
S 2.898 -1.650 -1.218
H -1.183 1.852 1.690
H -4.316 -0.215 0.095
H -2.583 0.458 -0.391
H 0.267 -0.548 -0.594
H 0.906 -0.923 1.151
H 3.075 0.007 0.511
H 2.284 0.735 -1.177
H 1.734 -1.643 -1.890

Q: Which of them is the least stable? A: <2>.

<1>
19
Properties=species:S:1:pos:R:3 method="wB97M-V/def2-TZVPD" homo_lumo_gap_ev="7.171 / 7.195" lumo_energy_ev="-0.7 / -0.7"
C 1.727 -0.140 0.387
C 1.592 1.075 -0.319
C 1.964 -1.326 -0.529
C -1.821 -0.424 -1.068
C -1.431 0.108 1.800
N 2.020 2.054 -0.886
O 1.652 -0.237 1.605
O -1.763 2.139 -0.058
P -1.147 0.817 0.128
H 1.795 -2.245 0.026
H 3.004 -1.296 -0.855
H 1.324 -1.292 -1.408
H -1.392 -1.405 -0.894
H -2.902 -0.442 -0.922
H -1.614 -0.098 -2.085
H -0.471 -0.058 2.287
H -2.015 0.830 2.367
H -1.953 -0.841 1.711
H 1.434 2.781 -1.286

<2>
19
Properties=species:S:1:pos:R:3 method="wB97M-V/def2-TZVPD" homo_lumo_gap_ev="6.114 / 8.759" lumo_energy_ev="-1.0 / 0.8"
C 0.029 0.707 1.034
C -1.085 -0.395 0.687
C 1.058 0.598 -1.073
C -1.712 -0.385 -0.649
C 1.595 1.528 -2.068
N -0.272 -1.449 0.997
O 0.159 0.927 2.222
O 0.645 1.207 -0.013
P 0.390 -1.555 2.466
H -1.935 -0.170 1.517
H 1.235 -0.540 -1.105
H -2.390 -1.130 -0.784
H -1.024 -0.397 -1.438
H -2.246 0.540 -0.722
H 1.608 1.044 -3.024
H 2.610 1.452 -1.810
H 1.308 2.560 -2.108
H 0.625 -2.843 2.434
H -0.598 -1.700 3.438

Q: Which of them is the least stable? A: <2>.